1.
Below is a structure of composition C34H32N4O2PS2W, with properties calculated with ωB97M-V/def2-TZVPD.

```
76
Properties=species:S:1:pos:R:3:forces:R:3
W -0.483464 -0.222103 0.159233 0.596 -0.188 0.032
C -0.287405 -0.455865 4.605985 -0.024 -0.007 -0.041
C -0.738468 -0.521522 3.286322 -0.024 0.001 0.051
N 0.037313 -0.228748 2.254151 -0.045 0.038 0.060
C 1.339064 0.150779 2.468736 -0.136 -0.050 -0.078
C 1.847559 0.290411 3.768057 0.055 0.039 0.100
C 0.997753 -0.042065 4.843465 0.025 0.004 -0.007
C 3.160838 0.792345 3.938411 -0.028 -0.006 0.007
C 3.874391 1.170172 2.840887 -0.013 -0.003 -0.050
C 3.362009 1.011507 1.532299 0.036 -0.011 0.025
C 2.128060 0.445530 1.322678 -0.068 0.009 -0.093
N 1.488984 0.164799 0.104129 -0.037 0.013 0.030
C 2.055108 0.291577 -1.175112 -0.093 -0.017 0.071
C 3.387574 0.286126 -1.512969 0.041 0.015 -0.061
C 3.794786 0.418942 -2.859275 -0.005 -0.011 0.059
C 2.889030 0.532040 -3.872858 -0.049 0.003 0.005
C 1.507736 0.461486 -3.573506 0.070 -0.019 -0.110
C 0.496008 0.487031 -4.560313 0.006 0.007 0.003
C -0.820133 0.346053 -4.209268 0.005 -0.007 0.031
C -1.144878 0.169436 -2.861692 0.004 0.014 -0.038
N -0.222159 0.159932 -1.909488 0.050 0.110 -0.211
C 1.108549 0.324016 -2.237051 -0.106 -0.026 0.114
H -0.959507 -0.713411 5.411400 -0.002 0.000 -0.002
H -1.759296 -0.806864 3.062640 -0.003 0.000 -0.002
H 1.370107 0.043433 5.857021 0.002 0.001 -0.005
H 3.565954 0.900029 4.935439 -0.008 -0.002 0.002
H 4.859549 1.599550 2.961050 0.001 0.002 -0.019
H 3.957118 1.360183 0.704941 0.025 0.010 0.026
H 4.143857 0.141175 -0.759086 0.020 0.004 -0.026
H 4.853481 0.428832 -3.079982 0.002 -0.001 0.013
H 3.206568 0.647793 -4.900259 -0.001 -0.003 0.000
H 0.777791 0.610067 -5.599092 0.005 -0.003 0.004
H -1.608255 0.356223 -4.947776 -0.006 -0.001 0.005
H -2.169958 0.036871 -2.540528 -0.005 0.002 -0.005
C -2.600399 4.500953 -3.164656 0.003 0.013 -0.013
C -2.360311 4.390845 -1.684315 -0.011 -0.046 0.023
O -2.621984 2.994491 -1.296691 -0.018 0.013 -0.040
P -2.252081 2.467699 0.125970 0.051 0.183 0.068
S -2.865225 0.542319 0.150940 0.043 -0.054 0.068
S -0.295297 2.374796 0.490182 -0.078 -0.093 0.014
O -3.025582 3.414346 1.096571 -0.067 0.000 -0.033
C -2.728772 3.642769 2.509702 0.005 0.014 -0.033
C -3.209508 2.499799 3.365450 0.004 -0.017 0.006
H -2.429078 5.530750 -3.478008 -0.002 -0.005 -0.005
H -3.626696 4.234009 -3.411803 -0.001 0.002 0.006
H -1.919545 3.856096 -3.720024 0.005 0.003 0.006
H -3.036891 5.017683 -1.106880 0.004 0.007 -0.001
H -1.327739 4.622129 -1.417010 0.003 0.016 -0.004
H -3.250489 4.568196 2.735894 -0.003 0.001 -0.001
H -1.655667 3.809131 2.602181 0.005 -0.007 0.007
H -4.271111 2.311652 3.210464 -0.004 0.017 0.000
H -3.053941 2.753620 4.414407 -0.005 -0.009 0.000
H -2.655742 1.585174 3.147301 0.009 0.003 0.003
C 3.451283 -4.266539 0.813148 0.021 -0.003 -0.006
C 3.261837 -3.669781 -0.425808 -0.011 0.001 0.011
C 2.106311 -2.946805 -0.683763 0.021 -0.001 0.018
C 1.144327 -2.838433 0.310851 -0.083 0.011 0.048
C 1.322491 -3.427663 1.553291 0.033 -0.056 -0.001
C 2.484519 -4.145142 1.800768 -0.047 0.019 0.009
N -0.053166 -2.078600 0.091270 -0.092 0.251 -0.135
C -1.203853 -2.603923 -0.565342 -0.175 0.113 0.192
C -1.116775 -3.170183 -1.846750 -0.074 -0.028 -0.059
C -2.272335 -3.530590 -2.499458 -0.139 0.042 0.112
C -3.528635 -3.300717 -1.907748 0.187 -0.013 -0.031
C -3.612650 -2.745808 -0.649842 -0.057 -0.015 -0.031
C -2.446349 -2.414944 0.044966 0.046 -0.176 -0.052
H 4.353072 -4.830908 1.007388 -0.001 0.000 0.000
H 4.014894 -3.767038 -1.196414 -0.001 -0.002 0.001
H 1.963667 -2.464681 -1.642213 -0.013 -0.010 -0.011
H 0.554534 -3.335206 2.311609 -0.001 0.002 0.000
H 2.627678 -4.614449 2.764660 0.010 -0.004 -0.005
H -0.148373 -3.339436 -2.296968 0.025 0.015 -0.008
H -2.212412 -3.993018 -3.475616 -0.021 0.002 0.001
H -4.432230 -3.584134 -2.429918 0.021 -0.013 -0.029
H -4.576977 -2.601960 -0.181415 0.013 0.017 0.009
H -2.510452 -2.082241 1.075056 0.104 -0.109 0.003
```
Forces are in eV/Å.

Computed properties:
gap between HOMO and LUMO (alpha / beta) = 0.2160 / 0.2302 Eh
electronic energy = -78609.660 eV
HOMO level (alpha / beta) = -12.93 / -13.02 eV
spin multiplicity = 2
largest force on an atom = 0.63 eV/A
total charge = +2

Atomic partial charges in e from the Löwdin method, atoms 1 to 8:
1. W 1.430
2. C -0.009
3. C -0.107
4. N -0.072
5. C -0.174
6. C -0.131
7. C 0.049
8. C -0.002

2.
Below is the ion H2N5O2 with charge -1 at a distorted geometry, with properties calculated with ωB97M-V/def2-TZVPD.

```
9
Properties=species:S:1:pos:R:3:forces:R:3
N 0.032942 1.416025 -0.215419 -0.459 2.509 -0.671
N -1.245886 0.788381 -0.099554 1.093 -2.574 -0.452
N -0.844660 -0.693964 0.120803 -1.410 1.296 0.983
N 0.956197 0.532675 -0.064442 0.799 -0.750 0.395
N 0.559566 -0.678424 0.024948 -1.838 -0.847 0.478
O 2.173043 0.771766 0.042790 0.744 0.676 -0.475
O 1.178459 -1.776232 -0.154601 0.829 -0.826 -0.159
H -1.525911 1.025856 0.828126 -0.333 0.044 0.793
H -1.283751 -1.386081 -0.482655 0.575 0.471 -0.893
```
Forces are in eV/Å.

Computed properties:
gap between HOMO and LUMO = 0.2603 Eh
electronic energy = -11570.965 eV
HOMO level = -2.13 eV
spin multiplicity = 1
largest force on an atom = 2.83 eV/A
SMILES = [O-]N1NNN=[N+]1[O-]
total charge = -1

Atomic partial charges in e from the Löwdin method, atoms 1 to 8:
1. N -0.058
2. N -0.062
3. N 0.017
4. N -0.391
5. N -0.350
6. O -0.096
7. O -0.180
8. H 0.043

3.
Below is an isolated molecule of C5H9BN2O3 at a distorted geometry, with properties calculated with ωB97M-V/def2-TZVPD.

```
20
Properties=species:S:1:pos:R:3:forces:R:3
B 0.939204 2.254372 -0.492961 -0.727 -1.737 -0.233
C -1.143724 -0.604949 0.525672 -1.355 -0.797 -1.514
C -0.513732 -1.582288 1.215882 -1.047 2.268 -0.273
C -0.118876 0.080650 -0.352219 -0.654 -0.449 1.069
C -0.905501 -2.494885 2.357427 -0.035 1.603 -2.432
C -0.354479 -0.047375 -1.838252 -2.252 -0.763 -0.453
N 0.864406 -1.528595 0.788245 0.649 -0.980 1.197
N 1.082326 -0.618718 -0.000477 1.733 -0.063 -0.297
O 1.824297 1.698569 -1.430233 -0.834 0.639 0.976
O 0.838501 3.534482 -0.071743 2.460 2.454 -1.310
O -0.066257 1.424457 0.065030 1.548 0.959 -0.865
H -2.196904 -0.424422 0.158572 0.999 -0.241 1.558
H -0.447742 -3.383374 1.961502 -0.875 -1.425 0.501
H -1.995029 -2.310109 2.477660 0.776 -1.147 0.229
H -0.323831 -2.223659 3.206813 0.206 0.352 0.881
H 0.611414 0.001856 -2.449430 -1.900 0.066 0.781
H -1.129782 0.782726 -1.902648 1.256 -0.559 -1.077
H -1.052113 -0.974474 -2.015252 1.859 1.329 0.013
H 2.552393 2.255191 -1.690184 0.271 0.286 -0.109
H 1.535430 4.160544 -0.513402 -2.078 -1.797 1.357
```
Forces are in eV/Å.

Computed properties:
gap between HOMO and LUMO = 0.3346 Eh
electronic energy = -15130.941 eV
HOMO level = -8.95 eV
spin multiplicity = 1
largest force on an atom = 3.71 eV/A
SMILES = CC1=C[C@@](C)(OB(O)O)N=N1

Atomic partial charges in e from the Löwdin method, atoms 1 to 8:
1. B -0.771
2. C 0.048
3. C -0.282
4. C -0.609
5. C -0.026
6. C 0.000
7. N 0.086
8. N 0.092